[1]
DFT (ωB97M-V with the def2-TZVPD basis set) results for a cluster of 3 separate species, CH5O4 in total.

Summary:
E_tot = -342.1389 hartree
Energy relative to the best compared isomer or geometry (same formula, charge and spin) = 41.5 kJ/mol
LUMO = 4.35 eV
Net charge = -1

Atoms and positions in Å:
O -0.688 -1.480 0.089
C 0.145 -1.238 -0.810
O 0.977 -0.302 -0.883
H 0.440 -2.111 -1.465
H -0.565 1.277 -0.729
H 0.050 2.567 -0.908
O -0.788 2.221 -0.612
H 1.044 0.278 1.335
H -0.218 -0.370 1.541
O 0.353 0.271 2.016

[2]
DFT (ωB97M-V with the def2-TZVPD basis set) results for an isolated molecule of CH5OPS.

Summary:
E_tot = -855.8451 hartree
Energy relative to the best compared isomer or geometry (same formula, charge and spin) = 145.3 kJ/mol
LUMO = -0.55 eV
SMILES = C[P@@H](O)=S

Atoms and positions in Å:
C -1.227 -0.209 0.078
P 0.459 0.490 0.118
O 1.385 -0.751 0.501
S 1.453 1.152 -2.075
H -1.250 -1.088 0.722
H -1.946 0.531 0.420
H -1.464 -0.493 -0.945
H 0.488 1.205 1.318
H 2.102 -0.837 -0.138

[3]
DFT (ωB97M-V with the def2-TZVPD basis set) results for an isolated molecule of CH5OPS.

Summary:
E_tot = -855.8549 hartree
Energy relative to the best compared isomer or geometry (same formula, charge and spin) = 119.6 kJ/mol
LUMO = 0.70 eV
SMILES = COPS

Atoms and positions in Å:
C 1.240 0.123 -0.193
O 0.070 -0.383 -0.819
P -1.137 -1.117 -0.031
S -2.577 0.412 0.119
H 2.122 -0.264 -0.641
H 1.368 -0.035 0.973
H 1.379 1.151 -0.316
H -1.943 -1.357 -1.325
H -2.375 0.687 1.475

[4]
DFT (ωB97M-V with the def2-TZVPD basis set) results for an isolated molecule of CH5OPS2.

Summary:
E_tot = -1254.0156 hartree
Energy relative to the best compared isomer or geometry (same formula, charge and spin) = 266.7 kJ/mol
LUMO = 0.65 eV
SMILES = POCSS

Atoms and positions in Å:
P 1.228 1.064 -0.018
O 0.641 -0.353 -0.690
C 0.004 -1.301 0.016
S -2.128 -0.803 0.225
S -2.033 1.190 -0.014
H 1.349 1.638 -1.283
H 2.576 0.651 -0.013
H 0.272 -1.427 1.059
H -0.093 -2.219 -0.548
H -1.817 1.561 1.265

[5]
DFT (ωB97M-V with the def2-TZVPD basis set) results for a cluster of 2 separate species, CH5OS in total.

Summary:
E_tot = -514.5513 hartree
Energy relative to the best compared isomer or geometry (same formula, charge and spin) = 14.6 kJ/mol
LUMO = 4.48 eV
Net charge = -1

Atoms and positions in Å:
C -0.664 -0.252 0.946
S 1.132 -0.548 1.315
H -1.153 0.038 1.877
H -0.791 0.578 0.246
H -1.194 -1.109 0.528
H 0.601 -0.195 -1.943
H 1.061 0.806 -1.003
O 1.008 0.681 -1.966

[6]
DFT (ωB97M-V with the def2-TZVPD basis set) results for a cluster of 2 separate species, CH5OS in total.

Summary:
E_tot = -514.5435 hartree
Energy relative to the best compared isomer or geometry (same formula, charge and spin) = 35.1 kJ/mol
LUMO = 4.31 eV
Net charge = -1

Atoms and positions in Å:
C -1.408 0.542 0.018
S -0.286 -0.231 1.270
H -2.419 0.718 0.409
H -1.009 1.528 -0.245
H -1.417 -0.147 -0.827
H 2.007 0.706 -1.924
H 1.021 -0.361 -1.582
O 1.864 -0.233 -2.032

[7]
DFT (ωB97M-V with the def2-TZVPD basis set) results for a cluster of 2 separate species, CH5OS in total.

Summary:
E_tot = -514.4466 hartree
2S+1 = 2
Energy relative to the best compared isomer or geometry (same formula, charge and spin) = 65.7 kJ/mol
LUMO (alpha / beta) = 0.70 / -3.00 eV

Atoms and positions in Å:
S -0.599 0.886 1.530
H 0.609 1.487 1.537
C 1.036 -0.583 -1.671
O -0.128 -1.148 -1.097
H 1.335 0.329 -1.149
H 1.868 -1.291 -1.603
H 0.879 -0.364 -2.729
H -0.427 -0.569 -0.381

[8]
DFT (ωB97M-V with the def2-TZVPD basis set) results for an isolated molecule of CH5P3.

Summary:
E_tot = -1065.1140 hartree
Energy relative to the best compared isomer or geometry (same formula, charge and spin) = 42.9 kJ/mol
LUMO = 0.97 eV
SMILES = CP1[PH]#[PH]1

Atoms and positions in Å:
C 0.834 -0.034 0.150
P -0.663 0.192 1.310
P -1.974 0.953 -0.304
P -1.711 -1.147 -0.019
H 1.438 0.944 -0.034
H 0.458 -0.412 -0.895
H 1.481 -0.773 0.593
H -0.765 1.417 -1.096
H -2.931 -1.521 0.617

Number 1: molar mass 81.0 g/mol, F_max 0.0510 Eh/bohr. Number 2: molar mass 96.1 g/mol, F_max 0.0795 Eh/bohr. Number 3: molar mass 96.1 g/mol, F_max 0.0584 Eh/bohr. Number 4: molar mass 128.2 g/mol, F_max 0.0488 Eh/bohr. Number 5: molar mass 65.1 g/mol, F_max 0.0126 Eh/bohr. Number 6: molar mass 65.1 g/mol, F_max 0.0167 Eh/bohr. Number 7: molar mass 65.1 g/mol, F_max 0.0059 Eh/bohr. Number 8: molar mass 110.0 g/mol, F_max 0.0437 Eh/bohr.